Density functional theory data (ωB97M-V/def2-TZVPD) for C25H20AgIN2O3 as an isolated structure in a non-equilibrium geometry.

Computed properties:
ΔE to the lowest compared entry with this formula, charge and spin   0.000 eV
Calculated total energy   -1744.48528 Eh
HOMO-LUMO gap   5.091 eV
E_HOMO   -0.71 eV
Charge   -2
LUMO energy   4.4 eV

Geometry as XYZ:
```
52
Properties=species:S:1:pos:R:3:mulliken_charge:R:1
Ag 0.51 1.29 0.50 -0.070
O 4.77 0.80 0.17 -0.761
C 3.57 0.57 0.01 0.044
O 2.66 0.93 0.82 -0.737
C 3.22 -0.19 -1.26 0.870
C 4.09 0.03 -2.36 -0.948
C 3.98 -0.80 -3.43 -0.100
C 2.91 -1.68 -3.58 -0.771
C 1.97 -1.64 -2.54 -0.027
N 2.09 -0.92 -1.45 0.008
H 4.88 0.79 -2.26 0.343
H 4.74 -0.81 -4.23 0.317
H 2.78 -2.31 -4.46 0.354
H 1.09 -2.27 -2.49 0.158
I 0.16 2.72 3.31 -0.026
C -0.64 0.85 3.89 -0.559
C -1.39 0.75 5.04 -0.404
C -2.11 -0.42 5.36 -0.463
C -1.84 -1.60 4.73 -0.785
C -0.85 -1.56 3.69 0.851
C -0.29 -2.77 3.12 -0.970
C 0.54 -2.72 2.07 -0.747
C 0.89 -1.48 1.42 0.172
C 0.38 -0.29 1.92 -0.863
C -0.38 -0.32 3.12 1.461
H -1.39 1.57 5.72 0.383
H -2.71 -0.40 6.23 0.362
H -2.25 -2.54 5.13 0.291
H -0.50 -3.71 3.61 0.268
H 1.05 -3.66 1.75 0.266
H 1.55 -1.53 0.57 0.289
N -2.19 5.80 -4.71 -0.615
C -1.95 5.16 -3.77 0.100
C -1.44 4.23 -2.80 0.489
C -2.19 3.16 -2.33 -0.643
C -1.67 2.32 -1.32 0.159
C -0.41 2.62 -0.83 -0.711
C 0.35 3.64 -1.29 0.182
C -0.14 4.45 -2.33 -0.575
H -3.19 3.05 -2.69 0.390
H -2.28 1.47 -0.93 0.365
H 1.40 3.83 -0.92 0.323
H 0.37 5.28 -2.72 0.439
C -1.96 -3.03 -1.48 -1.001
C -2.76 -2.24 -0.44 -0.211
O -2.35 -0.92 -0.37 -0.387
H -2.31 -4.01 -1.75 0.454
H -0.92 -3.22 -1.17 0.146
H -1.83 -2.49 -2.40 0.288
H -2.53 -2.71 0.50 0.209
H -3.84 -2.21 -0.68 0.256
H -1.66 -0.86 0.31 0.138
```

***

Density functional theory data (ωB97M-V/def2-TZVPD) for C25H20AuN5S as an isolated structure in a non-equilibrium geometry.

Computed properties:
ΔE to the lowest compared entry with this formula, charge and spin   0.447 eV
Calculated total energy   -1771.81043 Eh
HOMO-LUMO gap (spin up / spin down)   4.458 / 4.390 eV
E_HOMO (spin up / spin down)   -12.95 / -12.91 eV
Charge   +2
LUMO energy (spin up / spin down)   -8.5 / -8.5 eV

Geometry as XYZ:
```
52
Properties=species:S:1:pos:R:3:mulliken_charge:R:1
Au 0.63 -0.36 0.41 0.825
C -1.64 -4.15 0.40 -0.891
C -1.27 -2.80 0.32 0.092
N -0.06 -2.37 0.62 -0.433
C 0.91 -3.23 1.01 0.167
C 0.60 -4.61 1.15 1.096
C -0.70 -5.05 0.83 -0.382
C 1.60 -5.52 1.54 -0.839
C 2.87 -5.06 1.77 -1.488
C 3.20 -3.72 1.63 -0.273
C 2.25 -2.74 1.26 1.257
N 2.46 -1.42 1.09 -0.667
C 3.53 -0.61 1.18 1.115
C 4.85 -0.97 1.51 -0.278
C 5.89 -0.04 1.56 -1.492
C 5.69 1.28 1.25 -0.836
C 4.40 1.71 0.88 1.115
C 4.16 3.04 0.48 -0.383
C 2.90 3.42 0.07 -0.902
C 1.89 2.46 0.09 0.088
N 2.10 1.21 0.47 -0.350
C 3.32 0.78 0.85 0.271
H -2.63 -4.45 0.13 0.421
H -1.98 -2.06 -0.01 0.317
H -0.93 -6.10 0.93 0.460
H 1.35 -6.57 1.64 0.427
H 3.65 -5.76 2.06 0.425
H 4.22 -3.45 1.81 0.252
H 5.11 -1.98 1.74 0.264
H 6.88 -0.39 1.82 0.425
H 6.50 1.99 1.27 0.425
H 4.98 3.74 0.50 0.459
H 2.69 4.42 -0.26 0.421
H 0.89 2.71 -0.22 0.323
N -2.88 1.73 0.56 -0.330
C -2.52 1.41 -0.68 0.649
S -0.96 0.80 -1.09 -0.377
N -3.30 1.56 -1.74 -0.146
C -4.41 2.37 -2.03 0.790
C -5.10 2.04 -3.20 -0.414
C -6.12 2.85 -3.67 -0.619
C -6.46 4.00 -2.98 -0.542
C -5.79 4.32 -1.80 -0.725
C -4.77 3.51 -1.32 -0.335
H -2.26 1.55 1.33 0.193
H -3.83 2.02 0.78 0.250
H -2.94 1.12 -2.58 0.247
H -4.82 1.14 -3.74 0.356
H -6.63 2.59 -4.58 0.395
H -7.24 4.65 -3.34 0.407
H -6.04 5.22 -1.26 0.392
H -4.24 3.80 -0.43 0.378
```

***

Density functional theory data (ωB97M-V/def2-TZVPD) for C25H20Br2N4O2STa as an isolated structure.

Computed properties:
ΔE to the lowest compared entry with this formula, charge and spin   0.081 eV
Calculated total energy   -6936.56779 Eh
HOMO-LUMO gap   5.205 eV
E_HOMO   -15.94 eV
Charge   +3
LUMO energy   -10.7 eV

Geometry as XYZ:
```
55
Properties=species:S:1:pos:R:3:mulliken_charge:R:1
Ta 0.60 0.01 0.24 0.340
C 1.14 0.77 4.73 -1.724
C 1.13 0.85 3.24 0.718
N 1.37 -0.10 2.41 -0.105
N 1.75 -1.35 2.85 -0.614
C 2.37 -2.14 1.96 0.722
N 2.92 -3.26 2.34 -0.337
S 2.45 -1.65 0.30 -0.348
C 0.90 2.14 2.56 0.813
C 0.87 3.34 3.23 -0.740
C 0.84 4.52 2.48 -0.619
C 0.84 4.44 1.11 -0.950
C 0.84 3.19 0.50 0.127
N 0.86 2.05 1.20 0.109
H 1.99 1.32 5.13 0.431
H 1.17 -0.25 5.12 0.443
H 0.23 1.24 5.11 0.446
H 1.74 -1.56 3.84 0.143
H 2.94 -3.58 3.30 0.227
H 3.35 -3.87 1.65 0.261
H 0.89 3.37 4.31 0.468
H 0.82 5.48 2.99 0.472
H 0.84 5.33 0.49 0.480
H 0.80 3.10 -0.57 0.531
Br -1.72 1.37 -0.56 0.038
C -1.17 1.39 -2.40 0.782
C -2.07 1.68 -3.39 -0.837
C -1.59 1.75 -4.71 -0.652
C -0.26 1.57 -4.99 -0.956
C 0.65 1.29 -3.95 0.632
C 2.05 1.17 -4.18 -0.536
C 2.94 0.96 -3.16 -1.393
C 2.48 0.81 -1.85 -0.147
C 1.10 0.85 -1.56 0.884
C 0.19 1.16 -2.62 0.880
H -3.11 1.85 -3.17 0.484
H -2.29 1.97 -5.51 0.447
H 0.10 1.66 -6.00 0.469
H 2.41 1.28 -5.20 0.475
H 4.00 0.90 -3.37 0.484
H 3.21 0.66 -1.06 0.755
Br -3.56 -5.31 -2.96 -0.089
C -3.39 -4.32 -1.39 -0.326
C -4.31 -4.48 -0.36 -0.219
C -4.21 -3.75 0.82 -0.835
C -3.18 -2.85 0.99 -0.444
C -2.26 -2.68 -0.06 0.152
C -2.36 -3.41 -1.25 -0.237
C -1.20 -1.75 0.07 1.248
O -0.36 -1.44 -0.86 -0.521
O -0.95 -1.04 1.15 -0.794
H -5.12 -5.19 -0.48 0.460
H -4.94 -3.90 1.61 0.448
H -3.08 -2.27 1.90 0.460
H -1.64 -3.27 -2.05 0.594
```

***

Density functional theory data (ωB97M-V/def2-TZVPD) for C25H20Cl2N6O11S2Sr as an isolated structure.

Computed properties:
ΔE to the lowest compared entry with this formula, charge and spin   2.912 eV
Calculated total energy   -3868.32364 Eh
HOMO-LUMO gap   6.897 eV
E_HOMO   -2.85 eV
Charge   -2
LUMO energy   4.1 eV

Geometry as XYZ:
```
67
Properties=species:S:1:pos:R:3:mulliken_charge:R:1
Sr 0.14 -0.65 0.75 1.996
O -4.00 -0.20 -4.24 -0.592
C -3.79 -1.49 -4.24 0.450
O -4.16 -2.20 -5.15 -0.660
C -3.07 -2.06 -3.06 -0.254
C -2.89 -3.41 -2.84 0.074
Cl -3.25 -4.71 -3.89 -0.157
N -2.23 -3.58 -1.67 0.327
N -1.91 -2.37 -1.15 0.108
C -2.43 -1.45 -1.95 0.294
C -2.27 0.02 -1.60 0.158
O -3.01 0.82 -2.21 -0.919
O -1.42 0.30 -0.73 -0.618
C -1.94 -4.77 -0.93 0.863
C -2.79 -5.87 -1.00 -0.488
C -2.49 -7.05 -0.34 -0.958
C -1.34 -7.13 0.42 -0.399
C -0.53 -6.03 0.57 -0.666
C -0.83 -4.82 -0.07 -0.094
H -3.61 0.26 -3.40 0.468
H -3.70 -5.80 -1.57 0.476
H -3.17 -7.89 -0.43 0.360
H -1.09 -8.05 0.94 0.380
H 0.35 -6.03 1.21 0.426
H -0.51 -3.00 -0.21 0.277
S 1.40 0.64 3.16 -0.434
C 2.30 1.90 2.45 0.212
N 3.36 2.40 2.98 -0.765
N 3.97 3.46 2.24 0.034
C 3.55 4.75 2.41 0.622
C 2.30 5.08 2.94 -0.210
C 1.92 6.41 3.04 -0.595
C 2.75 7.44 2.62 -0.582
C 4.00 7.12 2.10 -0.306
C 4.40 5.80 2.00 -0.684
N 1.84 2.56 1.22 -0.292
N 1.33 1.82 0.38 0.321
C 0.94 2.52 -0.82 0.187
C 0.95 1.79 -2.00 -0.109
C 0.56 2.40 -3.18 -0.650
C 0.14 3.73 -3.17 -0.476
C 0.13 4.45 -1.98 -0.538
C 0.53 3.85 -0.80 -0.431
H 4.97 3.34 2.26 0.254
H 1.64 4.30 3.27 0.446
H 0.94 6.64 3.45 0.355
H 2.43 8.47 2.70 0.358
H 4.67 7.90 1.77 0.335
H 5.37 5.56 1.57 0.291
H 1.26 0.75 -1.99 0.393
H 0.55 1.84 -4.10 0.413
H -0.19 4.20 -4.09 0.351
H -0.21 5.47 -1.97 0.361
H 0.53 4.38 0.14 0.439
O 3.37 -0.90 -1.44 -0.650
Cl 2.51 -1.90 -0.90 1.876
O 3.00 -3.21 -1.19 -0.712
O 1.16 -1.72 -1.44 -0.603
O 2.37 -1.71 0.55 -0.772
C -1.77 -3.44 3.65 -0.927
S -2.54 -2.67 2.19 0.729
O -3.87 -2.27 2.72 -0.749
O -1.61 -1.47 2.03 -0.902
O -0.07 -3.76 0.23 -0.276
H -1.93 -2.77 4.49 0.349
H -0.71 -3.58 3.46 0.186
H -2.25 -4.40 3.83 0.299
```

***

Density functional theory data (ωB97M-V/def2-TZVPD) for C25H20Cl4N5O3Pd as an isolated structure.

Computed properties:
ΔE to the lowest compared entry with this formula, charge and spin   0.829 eV
Calculated total energy   -3432.58975 Eh
HOMO-LUMO gap   6.162 eV
E_HOMO   -11.08 eV
Charge   +1
LUMO energy   -4.9 eV

Geometry as XYZ:
```
58
Properties=species:S:1:pos:R:3:mulliken_charge:R:1
Pd 0.13 -0.45 -0.76 0.716
C 2.87 2.20 -2.57 -1.722
C 1.87 1.15 -2.23 0.483
N 1.44 0.92 -1.04 0.985
N 1.85 1.60 0.07 -1.305
C 1.20 1.16 1.13 0.591
O 0.27 0.25 1.09 -0.882
C 1.53 1.71 2.46 0.345
C 2.45 2.75 2.59 -0.226
C 2.77 3.24 3.84 -0.741
C 2.18 2.69 4.97 -0.400
C 1.26 1.66 4.85 -0.869
C 0.94 1.17 3.60 -0.314
C 1.27 0.25 -3.24 1.067
C 1.49 0.36 -4.60 -0.818
C 0.87 -0.54 -5.46 -0.445
C 0.04 -1.51 -4.94 -0.896
C -0.15 -1.56 -3.57 0.006
N 0.44 -0.71 -2.74 0.001
H 3.25 2.65 -1.66 0.355
H 2.41 2.98 -3.18 0.361
H 3.69 1.77 -3.13 0.384
H 2.91 3.16 1.70 0.487
H 3.48 4.05 3.94 0.408
H 2.43 3.08 5.95 0.403
H 0.80 1.24 5.73 0.429
H 0.21 0.37 3.49 0.483
H 2.14 1.13 -4.97 0.481
H 1.04 -0.47 -6.52 0.427
H -0.46 -2.23 -5.57 0.431
H -0.78 -2.31 -3.11 0.486
Cl 2.62 -3.78 4.95 -0.135
C 1.72 -3.39 3.56 0.290
C 0.28 -3.73 3.54 0.670
Cl -0.37 -4.50 4.91 -0.121
C -0.52 -3.44 2.50 -0.098
Cl -2.19 -3.80 2.47 -0.142
C 0.02 -2.75 1.33 0.631
O -0.68 -2.39 0.41 -0.609
C 1.54 -2.46 1.31 0.200
O 2.02 -2.00 0.31 -0.601
C 2.31 -2.79 2.51 0.112
Cl 3.97 -2.38 2.48 -0.133
C -5.72 -1.18 -1.30 -1.254
C -4.47 -0.38 -1.21 0.685
C -4.25 0.97 -1.03 -1.170
C -2.85 1.13 -1.01 0.511
N -2.24 -0.04 -1.18 0.448
N -3.24 -0.94 -1.30 -0.224
C -2.06 2.38 -0.83 -0.945
H -6.58 -0.52 -1.23 0.328
H -5.79 -1.91 -0.49 0.306
H -5.78 -1.72 -2.24 0.321
H -5.00 1.73 -0.94 0.398
H -3.02 -1.92 -1.32 0.183
H -2.71 3.25 -0.81 0.385
H -1.34 2.51 -1.64 0.181
H -1.51 2.35 0.11 0.069
```

***

Density functional theory data (ωB97M-V/def2-TZVPD) for a 5-piece molecular cluster, C25H20N5O12S overall in a non-equilibrium geometry.

Computed properties:
Calculated total energy   -2539.15094 Eh
HOMO-LUMO gap   7.062 eV
E_HOMO   -5.81 eV
Charge   -1
LUMO energy   1.3 eV

Geometry as XYZ:
```
63
Properties=species:S:1:pos:R:3:mulliken_charge:R:1
N 1.19 -0.17 1.67 -0.447
C 1.38 0.06 0.49 0.429
O 1.66 0.83 -0.66 -0.112
S 3.34 0.92 -0.89 1.103
O 4.15 0.90 0.38 -0.605
O 3.67 2.19 -1.66 -0.632
O 3.79 -0.36 -1.77 -0.695
C -2.11 -5.47 1.16 -0.428
C -1.54 -5.24 -0.09 -0.527
C -1.30 -3.94 -0.51 -0.316
C -1.64 -2.88 0.32 0.006
C -2.21 -3.10 1.57 -0.124
C -2.45 -4.41 1.99 -0.559
N -1.37 -1.51 -0.12 0.995
O -0.88 -1.36 -1.23 -0.605
O -1.64 -0.60 0.65 -0.443
H -2.29 -6.49 1.50 0.373
H -1.28 -6.08 -0.72 0.370
H -0.86 -3.78 -1.49 0.444
H -2.48 -2.28 2.22 0.437
H -2.90 -4.59 2.96 0.371
C -1.54 1.69 -3.85 -0.634
C -2.02 2.60 -4.78 -0.361
C -1.18 3.60 -5.27 -0.477
C 0.13 3.68 -4.81 0.036
C 0.61 2.77 -3.86 -0.479
C -0.23 1.77 -3.38 -0.282
N 1.02 4.72 -5.33 1.024
O 0.56 5.50 -6.14 -0.634
O 2.17 4.73 -4.93 -0.588
H -2.20 0.91 -3.48 0.469
H -3.04 2.54 -5.14 0.402
H -1.56 4.31 -6.00 0.420
H 1.63 2.82 -3.49 0.581
H 0.13 1.06 -2.65 0.507
C -3.60 3.21 -0.89 -0.240
C -4.45 4.23 -0.48 -0.532
C -4.83 4.34 0.85 -0.388
C -4.34 3.41 1.77 -0.006
C -3.49 2.38 1.37 -0.449
C -3.12 2.29 0.03 -0.389
N -4.71 3.53 3.18 1.008
O -5.47 4.43 3.49 -0.618
O -4.24 2.73 3.96 -0.600
H -3.30 3.14 -1.93 0.349
H -4.82 4.95 -1.21 0.376
H -5.49 5.14 1.16 0.432
H -3.11 1.66 2.08 0.576
H -2.46 1.49 -0.29 0.475
C 6.72 -2.76 3.65 -0.390
C 5.71 -2.22 4.43 -0.457
C 4.38 -2.40 4.08 -0.253
C 4.07 -3.14 2.94 0.024
C 5.08 -3.67 2.14 -0.291
C 6.41 -3.48 2.50 -0.436
N 2.67 -3.35 2.58 1.085
O 1.82 -2.85 3.28 -0.587
O 2.44 -4.03 1.58 -0.628
H 7.76 -2.61 3.93 0.356
H 5.96 -1.65 5.33 0.359
H 3.60 -1.98 4.70 0.431
H 4.85 -4.24 1.25 0.419
H 7.20 -3.89 1.89 0.358
```

***

Density functional theory data (ωB97M-V/def2-TZVPD) for C25H21AuF5N4PS as an isolated structure.

Computed properties:
Calculated total energy   -2558.86624 Eh
HOMO-LUMO gap   7.617 eV
E_HOMO   -7.30 eV
LUMO energy   0.3 eV

Geometry as XYZ:
```
58
Properties=species:S:1:pos:R:3:mulliken_charge:R:1
Au -0.26 0.99 0.81 0.058
N 2.39 -0.67 1.80 -0.097
P 2.28 -0.09 0.16 0.406
C 4.09 -0.03 -0.14 -0.121
C 4.95 -1.09 0.14 -0.292
C 6.32 -0.96 -0.08 -0.651
C 6.83 0.23 -0.58 -0.442
C 5.99 1.29 -0.88 -0.576
C 4.62 1.16 -0.65 -0.216
C 1.94 -1.66 -0.74 0.570
C 1.73 -2.89 -0.12 -0.137
C 1.55 -4.04 -0.88 -0.748
C 1.55 -3.96 -2.27 -0.465
C 1.72 -2.73 -2.89 -0.602
C 1.91 -1.59 -2.13 -0.509
C 1.34 -0.75 2.67 0.535
C 1.56 -0.91 4.05 -0.989
C 0.49 -1.09 4.88 -0.310
C -0.80 -1.12 4.35 -0.903
C -0.95 -0.91 3.00 -0.131
N 0.09 -0.72 2.16 0.187
H 3.30 -0.60 2.24 0.241
H 4.55 -2.03 0.50 0.389
H 6.98 -1.79 0.14 0.388
H 7.90 0.33 -0.75 0.374
H 6.38 2.21 -1.28 0.410
H 3.95 1.98 -0.88 0.394
H 1.75 -2.96 0.96 0.386
H 1.42 -4.99 -0.39 0.429
H 1.41 -4.86 -2.86 0.391
H 1.72 -2.66 -3.98 0.435
H 2.05 -0.63 -2.62 0.367
H 2.57 -0.89 4.43 0.418
H 0.64 -1.21 5.95 0.396
H -1.67 -1.27 4.98 0.422
H -1.93 -0.88 2.53 0.294
F 1.15 2.47 -1.74 -0.282
C 0.50 3.36 -0.95 0.772
C -0.23 2.94 0.14 -1.527
C -0.87 3.95 0.84 1.248
F -1.62 3.66 1.92 -0.292
C -0.79 5.28 0.49 -0.014
F -1.43 6.22 1.20 -0.306
C -0.03 5.66 -0.60 0.882
F 0.07 6.94 -0.95 -0.316
C 0.62 4.68 -1.33 -0.304
F 1.35 5.03 -2.40 -0.310
C -2.41 -4.25 -0.78 -1.008
N -2.60 -2.96 -0.16 -0.089
C -2.45 -1.78 -0.78 0.419
N -1.98 -1.83 -2.04 -0.317
S -2.84 -0.32 -0.03 -0.429
H -2.60 -5.03 -0.04 0.344
H -1.39 -4.37 -1.14 0.226
H -3.11 -4.40 -1.61 0.370
H -2.96 -2.90 0.78 0.231
H -1.84 -2.69 -2.53 0.182
H -1.92 -0.96 -2.54 0.218
```

***

Density functional theory data (ωB97M-V/def2-TZVPD) for C25H21Br2N5O4SSn as an isolated structure in a non-equilibrium geometry.

Computed properties:
ΔE to the lowest compared entry with this formula, charge and spin   0.868 eV
Calculated total energy   -7300.07697 Eh
HOMO-LUMO gap   6.593 eV
E_HOMO   -13.65 eV
Charge   +2
LUMO energy   -7.1 eV

Geometry as XYZ:
```
59
Properties=species:S:1:pos:R:3:mulliken_charge:R:1
Sn 1.04 -0.22 -0.30 1.482
N -1.60 -3.76 -0.78 -0.066
C -2.71 -2.93 -0.66 0.371
C -4.07 -3.21 -0.72 -1.298
C -4.93 -2.14 -0.57 -0.481
C -4.43 -0.84 -0.37 -0.924
C -3.08 -0.58 -0.30 -0.189
C -2.21 -1.65 -0.45 -0.064
N -0.80 -1.73 -0.44 0.340
C -0.51 -3.00 -0.66 0.340
C 0.86 -3.45 -0.78 -0.287
C 1.35 -4.70 -1.01 -0.258
S 3.05 -4.63 -1.12 -0.071
C 3.02 -2.96 -0.86 -0.334
N 1.81 -2.48 -0.70 0.243
H -1.62 -4.75 -0.96 0.260
H -4.45 -4.22 -0.87 0.448
H -5.99 -2.30 -0.62 0.418
H -5.14 -0.03 -0.27 0.535
H -2.73 0.42 -0.14 0.537
H 0.82 -5.63 -1.11 0.417
H 3.90 -2.35 -0.84 0.425
C 6.21 1.98 -0.80 -0.845
O 5.38 0.80 -0.71 -0.338
C 4.09 0.89 -0.60 0.476
O 3.41 -0.15 -0.52 -0.188
N 3.50 2.10 -0.52 -0.425
N 2.11 2.10 -0.43 -0.173
H 7.22 1.61 -0.90 0.256
H 6.13 2.58 0.11 0.378
H 5.95 2.56 -1.68 0.365
H 4.00 2.96 -0.67 0.244
H 1.70 2.57 -1.23 0.327
H 1.80 2.57 0.42 0.333
Br -5.87 4.74 -1.89 -0.098
C -4.27 3.85 -1.51 0.129
C -3.75 3.90 -0.22 -0.672
C -2.58 3.23 0.05 -0.128
C -1.94 2.49 -0.95 0.213
C -2.46 2.48 -2.25 -0.321
C -3.63 3.15 -2.53 -0.768
C -0.78 1.68 -0.60 0.890
O -0.41 1.48 0.57 -0.694
O -0.11 1.08 -1.56 -0.856
H -4.26 4.46 0.55 0.466
H -2.15 3.25 1.05 0.458
H -1.96 1.90 -3.02 0.471
H -4.05 3.15 -3.53 0.480
Br 1.46 -0.56 6.39 -0.130
C 1.41 -0.58 4.51 -0.215
C 0.23 -0.90 3.87 -0.719
C 0.16 -0.89 2.48 -0.379
C 1.33 -0.56 1.81 0.980
C 2.53 -0.24 2.41 -0.514
C 2.56 -0.25 3.80 -0.560
H -0.65 -1.16 4.45 0.476
H -0.77 -1.12 1.98 0.341
H 3.42 0.00 1.85 0.425
H 3.47 -0.01 4.33 0.467
```